No. 1
{
  "formula": "C4H11NO",
  "method": "wB97M-V/def2-TZVPD",
  "species": ["C", "C", "N", "O", "H", "H", "H", "H", "H", "C", "C", "H", "H", "H", "H", "H", "H"],
  "coordinates": [[2.81, 0.61, -1.44], [1.39, 0.15, -1.37], [1.15, -0.98, -0.65], [0.50, 0.67, -2.02], [3.20, 0.47, -2.45], [3.47, 0.15, -0.70], [2.95, 1.69, -1.32], [0.19, -1.29, -0.61], [1.80, -1.29, 0.05], [-1.66, 0.29, 0.82], [-2.70, -0.32, 1.79], [-2.03, 0.18, -0.19], [-1.47, 1.33, 1.10], [-0.70, -0.21, 0.92], [-2.70, 0.15, 2.78], [-2.48, -1.37, 1.94], [-3.70, -0.23, 1.38]],
  "gap_ev": 10.69,
  "smiles": "CC(N)=O.CC",
  "total_charge": 0,
  "lumo_ev": 0.9
}

No. 2
{
  "formula": "C18H16ClFO4",
  "method": "wB97M-V/def2-TZVPD",
  "species": ["C", "O", "C", "C", "C", "C", "C", "C", "C", "O", "C", "C", "C", "O", "C", "O", "C", "C", "F", "C", "C", "C", "C", "Cl", "H", "H", "H", "H", "H", "H", "H", "H", "H", "H", "H", "H", "H", "H", "H", "H"],
  "coordinates": [[0.02, -3.31, -0.68], [0.66, -2.06, -0.65], [-0.09, -0.93, -0.71], [-1.48, -0.89, -0.78], [-2.16, 0.32, -0.83], [-3.66, 0.33, -0.85], [-4.21, 0.44, 0.58], [-5.73, 0.48, 0.60], [-6.33, 0.43, 1.99], [-6.40, 0.54, -0.40], [-1.44, 1.50, -0.80], [-0.06, 1.49, -0.73], [0.61, 0.28, -0.69], [2.00, 0.22, -0.66], [2.64, 0.78, 0.37], [2.13, 1.35, 1.29], [4.12, 0.59, 0.21], [4.95, 1.67, -0.08], [4.40, 2.88, -0.26], [6.32, 1.53, -0.20], [6.88, 0.27, -0.03], [6.09, -0.82, 0.26], [4.71, -0.66, 0.38], [3.72, -2.01, 0.75], [-0.55, -3.44, -1.61], [0.81, -4.05, -0.63], [-0.65, -3.44, 0.18], [-2.05, -1.81, -0.80], [-4.05, -0.58, -1.31], [-4.02, 1.18, -1.43], [-3.87, -0.41, 1.18], [-3.84, 1.35, 1.05], [-5.80, 1.10, 2.66], [-6.23, -0.58, 2.37], [-7.38, 0.69, 1.95], [-1.97, 2.45, -0.83], [0.50, 2.41, -0.71], [6.93, 2.39, -0.43], [7.95, 0.14, -0.12], [6.52, -1.80, 0.40]],
  "gap_ev": 9.23,
  "smiles": "COc1cc(CCC(C)=O)ccc1OC(=O)c1c(F)cccc1Cl",
  "total_charge": 0,
  "lumo_ev": 0.6
}

No. 3
{
  "formula": "C24H23BCl56FN4O4P2S",
  "method": "wB97M-V/def2-TZVPD",
  "species": ["C", "C", "B", "O", "N", "S", "C", "N", "C", "C", "C", "C", "F", "N", "P", "O", "O", "O", "N", "P", "C", "C", "C", "H", "H", "H", "H", "H", "H", "H", "H", "H", "H", "H", "H", "H", "H", "H", "H", "H", "H", "H", "H", "H", "H", "H", "C", "Cl", "Cl", "Cl", "Cl", "C", "Cl", "Cl", "Cl", "Cl", "C", "Cl", "Cl", "Cl", "Cl", "C", "Cl", "Cl", "Cl", "Cl", "C", "Cl", "Cl", "Cl", "Cl", "C", "Cl", "Cl", "Cl", "Cl", "C", "Cl", "Cl", "Cl", "Cl", "C", "Cl", "Cl", "Cl", "Cl", "C", "Cl", "Cl", "Cl", "Cl", "C", "Cl", "Cl", "Cl", "Cl", "C", "Cl", "Cl", "Cl", "Cl", "C", "Cl", "Cl", "Cl", "Cl", "C", "Cl", "Cl", "Cl", "Cl", "C", "Cl", "Cl", "Cl", "Cl"],
  "coordinates": [[-4.82, 6.13, 0.69], [-3.77, 5.09, 0.22], [-2.65, 4.86, 1.33], [-2.83, 5.57, 2.50], [-1.41, 4.04, 1.16], [-0.19, 4.92, 0.26], [-1.05, 2.82, 1.55], [0.21, 2.32, 1.28], [0.15, 1.09, 1.82], [1.41, 0.28, 1.66], [1.64, -0.12, 0.16], [0.69, -1.23, -0.35], [0.37, -2.17, 0.62], [-1.03, 0.84, 2.40], [-1.48, -0.61, 3.23], [-1.83, -0.37, 4.64], [-0.30, -1.71, 3.22], [-2.75, -1.32, 2.53], [-1.84, 1.95, 2.22], [-3.47, 1.76, 2.88], [-4.68, 1.99, 1.46], [-3.88, 3.10, 4.13], [-4.82, 2.43, 5.17], [-4.29, 7.09, 0.87], [-5.25, 5.85, 1.66], [-5.60, 6.34, -0.06], [-3.22, 5.56, -0.63], [-4.19, 4.16, -0.18], [-2.09, 5.35, 3.10], [-0.60, 4.85, -1.05], [2.25, 0.96, 1.89], [1.52, -0.58, 2.33], [1.56, 0.74, -0.52], [2.67, -0.49, 0.07], [-0.22, -0.84, -0.84], [1.23, -1.77, -1.15], [-0.10, -1.92, 4.15], [-2.89, -2.16, 3.00], [-4.06, 2.11, 0.55], [-5.39, 2.81, 1.63], [-5.17, 1.00, 1.36], [-4.47, 3.85, 3.58], [-2.96, 3.53, 4.57], [-5.74, 2.13, 4.62], [-5.15, 3.13, 5.96], [-4.39, 1.51, 5.60], [3.03, -4.84, 1.73], [3.07, -6.51, 2.29], [4.64, -4.12, 1.89], [2.53, -4.80, 0.03], [1.87, -3.91, 2.71], [-3.65, 2.21, -2.95], [-2.43, 2.15, -1.65], [-4.21, 3.88, -3.16], [-2.92, 1.64, -4.46], [-5.01, 1.18, -2.53], [7.57, -3.12, 4.56], [7.41, -3.08, 2.80], [8.50, -4.55, 5.07], [8.39, -1.66, 5.11], [5.95, -3.20, 5.28], [3.39, -0.76, 7.12], [2.63, 0.43, 8.18], [2.38, -1.01, 5.68], [4.98, -0.18, 6.62], [3.57, -2.29, 7.99], [-8.52, -0.33, 4.46], [-9.25, 0.90, 5.50], [-9.52, -0.57, 3.03], [-6.90, 0.22, 3.97], [-8.37, -1.85, 5.35], [-1.75, 0.04, 8.21], [-3.36, 0.54, 7.67], [-1.34, -1.54, 7.52], [-0.56, 1.25, 7.69], [-1.73, -0.08, 9.98], [10.35, -5.89, 0.81], [10.32, -7.65, 0.58], [9.63, -5.50, 2.38], [12.03, -5.32, 0.77], [9.43, -5.10, -0.47], [1.39, 8.33, -1.81], [0.97, 8.58, -3.50], [0.08, 8.92, -0.78], [1.62, 6.59, -1.51], [2.88, 9.19, -1.43], [1.48, 1.82, -3.89], [0.83, 2.67, -2.47], [0.13, 1.30, -4.93], [2.53, 2.91, -4.80], [2.41, 0.42, -3.34], [2.34, -2.17, -7.15], [1.63, -0.95, -6.08], [1.29, -2.39, -8.55], [3.94, -1.62, -7.69], [2.51, -3.70, -6.28], [-5.46, 2.97, -7.69], [-7.07, 3.44, -8.23], [-5.03, 1.40, -8.40], [-4.28, 4.19, -8.21], [-5.43, 2.85, -5.92], [-0.42, -0.11, -11.43], [-0.87, 0.23, -13.11], [-1.69, 0.49, -10.35], [-0.23, -1.85, -11.21], [1.11, 0.70, -11.05], [11.22, -11.42, 1.75], [11.20, -13.18, 1.51], [10.50, -11.03, 3.31], [12.89, -10.84, 1.71], [10.29, -10.64, 0.46], [-2.01, -5.71, -10.80], [-1.85, -4.98, -12.41], [-3.46, -6.71, -10.75], [-0.58, -6.70, -10.47], [-2.13, -4.43, -9.58]],
  "gap_ev": 9.12,
  "total_charge": 1,
  "lumo_ev": -2.7
}

No. 4
{
  "formula": "C18H27BeN2O4P2S2",
  "method": "wB97M-V/def2-TZVPD",
  "species": ["Be", "P", "C", "C", "N", "C", "C", "C", "C", "C", "P", "H", "H", "H", "H", "H", "H", "H", "H", "O", "H", "H", "O", "H", "C", "H", "H", "H", "C", "H", "H", "H", "C", "H", "H", "H", "C", "H", "H", "H", "O", "S", "O", "N", "C", "S", "C", "C", "C", "C", "C", "C", "H", "H", "H", "H"],
  "coordinates": [[0.44, 0.67, -0.16], [-0.40, -0.75, -1.73], [1.22, -0.22, -2.67], [1.73, 1.14, -2.37], [1.50, 1.54, -1.11], [2.07, 2.63, -0.58], [2.79, 3.50, -1.39], [2.98, 3.17, -2.73], [2.46, 1.98, -3.21], [1.89, 2.79, 0.93], [1.47, 1.15, 1.61], [2.66, 1.67, -4.23], [3.25, 4.40, -0.97], [3.57, 3.81, -3.38], [2.83, 3.13, 1.40], [1.07, 3.50, 1.15], [1.99, -0.97, -2.38], [0.99, -0.29, -3.75], [3.50, -2.31, 0.49], [3.39, -2.13, -0.49], [4.18, -2.52, -0.92], [2.28, -2.63, 2.26], [3.25, -2.48, 2.13], [3.69, -2.74, 2.94], [3.10, 0.44, 1.89], [3.70, 1.17, 2.45], [3.00, -0.51, 2.43], [3.58, 0.21, 0.92], [0.63, 1.35, 3.19], [0.62, 0.36, 3.68], [1.18, 2.09, 3.80], [-0.41, 1.68, 3.01], [-1.68, -0.02, -2.79], [-1.37, -0.13, -3.83], [-2.63, -0.55, -2.65], [-1.83, 1.04, -2.56], [-0.23, -2.46, -2.31], [-1.00, -3.14, -1.94], [-0.29, -2.43, -3.41], [0.77, -2.84, -2.03], [-1.79, -3.41, 0.68], [-2.56, -2.42, -0.02], [-3.22, -2.74, -1.26], [-1.62, -0.97, -0.20], [-2.17, 0.12, 0.44], [-1.46, 1.64, 0.34], [-3.36, -0.21, 1.17], [-4.22, 0.66, 1.88], [-5.41, 0.13, 2.40], [-5.74, -1.22, 2.24], [-4.88, -2.09, 1.55], [-3.69, -1.57, 1.03], [-3.94, 1.71, 2.02], [-6.08, 0.79, 2.96], [-6.68, -1.60, 2.67], [-5.10, -3.14, 1.43]],
  "gap_ev": 6.18,
  "total_charge": 1,
  "lumo_ev": -3.6
}

No. 5
{
  "formula": "C5H8O",
  "method": "wB97M-V/def2-TZVPD",
  "species": ["O", "C", "C", "C", "C", "C", "H", "H", "H", "H", "H", "H", "H", "H"],
  "coordinates": [[1.32, -0.04, 1.89], [0.71, -0.06, 0.65], [-0.75, -0.36, 0.81], [-0.76, 0.09, -0.65], [0.35, 1.10, -0.35], [-0.04, -1.03, -1.26], [2.25, 0.23, 1.96], [-1.20, 0.35, 1.52], [-1.02, -1.39, 1.05], [-1.59, 0.61, -1.12], [0.91, 1.41, -1.25], [-0.07, 2.00, 0.14], [-0.45, -2.04, -1.12], [0.34, -0.88, -2.28]],
  "gap_ev": [8.66, 8.66],
  "total_charge": 0,
  "lumo_ev": [0.6, 0.6]
}

No. 6
{
  "formula": "C33H40N4P2ReS",
  "method": "wB97M-V/def2-TZVPD",
  "species": ["Re", "C", "C", "C", "C", "C", "C", "C", "C", "C", "H", "H", "H", "H", "H", "H", "H", "H", "H", "H", "H", "H", "H", "H", "H", "P", "P", "N", "N", "N", "N", "C", "C", "C", "C", "C", "C", "C", "C", "C", "C", "C", "C", "C", "C", "C", "C", "C", "C", "H", "H", "H", "H", "H", "H", "H", "H", "H", "H", "H", "H", "H", "H", "H", "H", "H", "H", "H", "H", "S", "C", "C", "C", "C", "C", "C", "H", "H", "H", "H", "H"],
  "coordinates": [[-0.41, -0.55, -0.93], [0.95, -3.27, -1.41], [1.94, -2.36, -1.14], [2.75, -1.72, -2.26], [1.80, -1.13, -3.28], [0.54, -0.58, -2.63], [-0.74, -1.34, -2.71], [-0.73, -2.74, -3.28], [0.35, -3.67, -2.70], [-1.98, 0.81, -1.07], [0.78, -4.05, -0.66], [2.55, -2.52, -0.23], [3.37, -2.50, -2.75], [3.43, -0.98, -1.84], [2.27, -0.26, -3.75], [1.57, -1.84, -4.08], [0.49, 0.46, -2.90], [-1.60, -0.80, -3.12], [-0.54, -2.69, -4.36], [-1.73, -3.21, -3.15], [-0.11, -4.65, -2.54], [1.14, -3.92, -3.45], [-2.75, 0.16, -1.50], [-1.98, 1.72, -1.68], [-2.39, 1.12, -0.09], [0.66, 1.68, -0.62], [1.04, -1.20, 0.82], [0.53, 2.59, -2.43], [0.37, 3.14, 0.27], [0.03, -3.03, 1.25], [1.09, -1.19, 2.82], [2.35, 1.25, -0.15], [2.47, 0.02, 0.79], [-0.43, 2.27, -3.39], [-0.26, 3.03, -4.54], [0.84, 3.89, -4.29], [1.29, 3.61, -2.99], [-0.73, 3.97, -0.05], [-0.35, 5.28, 0.14], [0.96, 5.29, 0.71], [1.34, 3.97, 0.85], [-1.06, -3.35, 0.49], [-1.33, -4.72, 0.57], [-0.38, -5.27, 1.46], [0.42, -4.19, 1.91], [2.11, -1.93, 3.41], [1.98, -1.90, 4.80], [0.80, -1.16, 5.08], [0.29, -0.74, 3.85], [2.86, 2.12, 0.29], [2.86, 1.05, -1.10], [3.39, -0.53, 0.56], [2.51, 0.33, 1.85], [-1.18, 1.49, -3.28], [-0.82, 2.88, -5.46], [1.27, 4.60, -4.98], [2.09, 4.08, -2.43], [-1.67, 3.52, -0.32], [-0.95, 6.15, -0.09], [1.54, 6.16, 0.97], [2.16, 3.54, 1.40], [-1.58, -2.61, -0.14], [-2.10, -5.25, 0.02], [-0.24, -6.31, 1.75], [1.23, -4.21, 2.62], [2.86, -2.41, 2.80], [2.66, -2.37, 5.50], [0.36, -0.97, 6.06], [-0.61, -0.17, 3.65], [-1.67, -0.55, 1.55], [-2.60, 0.72, 2.26], [-2.03, 1.93, 2.73], [-2.77, 2.77, 3.56], [-4.07, 2.40, 3.94], [-4.66, 1.23, 3.44], [-3.93, 0.40, 2.59], [-0.98, 2.16, 2.49], [-2.33, 3.69, 3.95], [-4.61, 3.01, 4.66], [-5.66, 0.93, 3.73], [-4.31, -0.55, 2.21]],
  "spin_multiplicity": 4,
  "gap_ev": [4.40, 3.70],
  "total_charge": 2,
  "lumo_ev": [-8.2, -8.9]
}